# 1
The following is a quantum chemistry calculation of a molecular structure, C29H35O3SiSn at a distorted geometry, from OMol25.

Values from the calculation:
Total charge: -1
Lowest unoccupied orbital energy (spin up / spin down) (eV): 2.5804 / 2.5802

Each line ends with the Löwdin charge.
Positions of all 69 atoms, in Å:
H1 2.558 0.007 2.616  0.108
C1 4.363 1.196 2.674  -0.134
O1 -2.263 0.093 -1.964  -0.313
C2 -1.732 2.466 2.448  -0.032
H2 1.717 -4.059 -2.667  0.012
H3 1.275 2.192 -4.145  0.128
H4 -3.539 4.802 4.213  0.087
H5 -1.385 1.450 -4.129  0.122
C3 2.781 3.439 2.867  -0.046
C4 -4.343 -4.748 -1.706  -0.122
H6 0.663 -5.401 -2.451  -0.020
C5 -3.943 -4.382 -0.436  -0.117
H7 -2.049 2.008 -1.190  0.134
C6 0.708 1.962 2.400  -0.215
H8 1.813 2.720 -2.426  0.152
C7 4.974 2.410 2.949  -0.142
H9 -1.846 1.682 1.666  0.078
C8 -0.364 2.813 2.876  -0.179
H10 4.555 4.563 3.144  0.085
H11 1.951 -0.046 -3.765  0.129
C9 2.971 1.016 2.643  -0.061
C10 3.761 -0.347 -1.553  -0.085
C11 4.150 3.566 2.974  -0.127
H12 0.385 -2.499 1.419  -0.039
C12 0.368 0.940 1.492  -0.196
C13 0.169 0.027 0.683  -0.254
C14 2.144 2.135 2.693  -0.169
H13 -4.655 -4.361 0.408  0.099
H14 3.820 -1.217 -2.222  0.096
H15 0.641 4.129 4.246  0.070
H16 -3.200 1.830 -2.516  0.125
H17 -1.216 2.952 -3.160  0.124
C15 1.459 1.879 -3.101  -0.151
O2 0.130 1.442 -2.550  -0.321
H18 -0.030 -4.268 1.596  0.019
H19 -3.503 -1.373 -1.346  0.074
H20 3.779 -0.694 -0.552  0.081
H21 -3.849 2.823 2.628  0.095
H22 1.620 -3.679 1.068  0.026
Si1 0.124 -3.497 -0.863  0.448
C16 -3.334 -0.341 -1.086  -0.047
O3 2.483 0.224 -1.753  -0.344
H23 -2.297 -3.643 0.819  0.089
C17 0.510 -3.490 1.009  -0.287
H24 -3.008 -0.252 -0.037  0.095
H25 -1.407 -4.394 -3.290  0.092
H26 2.054 -5.131 -1.274  0.034
H27 2.192 4.325 3.077  0.080
C18 -2.077 -4.413 -2.441  -0.134
C19 -1.418 4.494 4.324  -0.126
C20 1.210 -4.693 -1.889  -0.245
Sn1 0.204 -0.846 -1.187  1.099
C21 -2.684 4.208 3.842  -0.177
H28 4.568 0.355 -1.781  0.093
H29 -5.412 -4.970 -1.914  0.098
H30 6.074 2.422 3.036  0.084
H31 3.375 1.081 -3.385  0.132
C22 -1.164 1.847 -3.130  -0.156
C23 -0.293 3.817 3.841  -0.073
C24 -3.393 -4.730 -2.759  -0.097
C25 2.364 0.735 -3.079  -0.270
C26 -1.659 -4.112 -1.147  -0.330
H32 -1.315 5.205 5.120  0.081
H33 5.036 0.362 2.519  0.082
H34 -3.692 -4.895 -3.786  0.089
C27 -2.601 -4.042 -0.131  -0.110
C28 -2.844 3.147 2.986  -0.144
H35 -4.191 0.291 -1.341  0.087
C29 -2.240 1.466 -2.122  -0.266


# 2
The following is a quantum chemistry calculation of C7H11Cl in the gas phase at a distorted geometry, from OMol25.

Values from the calculation:
Lowest unoccupied orbital energy (eV): 0.9811
SMILES: C[C@@H](Cl)C1=CCCC1

Each line ends with the Löwdin charge.
Positions of all 19 atoms, in Å:
H1 0.060 0.488 -1.869  0.121
H2 -1.714 2.447 0.057  0.098
H3 1.629 -2.219 -0.587  0.092
C1 1.891 -1.864 0.437  -0.150
H4 1.940 0.043 1.460  0.094
H5 1.226 -2.365 1.216  0.116
H6 -0.069 1.339 1.993  0.109
H7 -0.678 -1.119 -1.485  0.135
C2 -1.734 1.421 0.381  -0.179
C3 1.611 -0.433 0.529  -0.641
C4 -0.424 1.019 1.006  -0.002
H8 -2.542 1.413 1.087  0.095
H9 -2.655 -0.170 -0.672  0.092
H10 -2.131 1.133 -1.724  0.106
C5 -0.525 -0.061 -1.091  -0.195
H11 2.907 -2.109 0.604  0.055
Cl1 2.831 0.428 -0.628  0.511
C6 0.260 0.099 0.166  -0.278
C7 -1.881 0.507 -0.880  -0.179


# 3
The following is a quantum chemistry calculation of 2 unconnected molecules or ions with the total composition C9H14 at a distorted geometry, from OMol25.

Values from the calculation:
Lowest unoccupied orbital energy (eV): 1.0510
SMILES: Cc1ccccc1.CC

Each line ends with the Löwdin charge.
Positions of all 23 atoms, in Å:
C1 -2.241 1.853 -0.358  -0.056
H1 -1.774 -2.557 0.880  0.103
C2 -1.987 -0.547 0.366  -0.058
C3 -0.256 0.461 -0.979  -0.068
C4 2.461 1.238 1.095  -0.171
H2 -2.616 2.169 -1.332  0.078
H3 4.260 0.222 0.317  0.057
H4 2.910 1.902 1.832  0.059
C5 3.383 0.038 0.920  -0.163
H5 -1.543 2.621 -0.007  0.077
C6 -1.309 -1.767 0.294  -0.089
C7 -1.514 0.522 -0.366  -0.281
H6 1.387 -0.913 -1.453  0.099
H7 2.865 -0.771 0.378  0.043
H8 -2.850 -0.451 1.011  0.107
C8 0.408 -0.742 -1.031  -0.106
H9 0.079 1.328 -1.538  0.115
H10 3.663 -0.384 1.880  0.063
H11 1.496 0.920 1.474  0.056
H12 0.242 -2.868 -0.581  0.100
C9 -0.121 -1.867 -0.404  -0.100
H13 2.231 1.838 0.216  0.057
H14 -3.055 1.879 0.377  0.075


# 4
The following is a quantum chemistry calculation of C4H2FNOS in the gas phase at a distorted geometry, from OMol25.

Values from the calculation:
Lowest unoccupied orbital energy (eV): -1.0438
SMILES: Fc1ccnc(=S)o1

Each line ends with the Löwdin charge.
Positions of all 10 atoms, in Å:
N1 0.780 -0.989 0.874  0.027
H1 2.418 -0.042 0.425  0.137
H2 0.787 2.257 -0.925  0.221
F1 -1.602 0.939 -1.668  0.124
S1 -1.390 -2.250 1.788  0.636
C1 -0.733 0.587 -0.710  -0.352
C2 0.507 1.028 -0.564  -0.001
C3 -0.627 -1.248 0.634  -0.751
C4 1.303 0.120 0.280  -0.090
O1 -1.443 -0.402 -0.133  0.049